i | Density functional theory data (wB97M-V/def2-TZVPD) for 36 unconnected molecules or ions with the total composition H72O36.

Values from the calculation:
* orbital gap: 10.5938 eV
* highest occupied orbital energy: -10.5371 eV

Each atom is followed by the atoms it is bonded to, with distances in Å.
Positions of all 108 atoms, in Å:
1 O -1.69 -0.15 -1.49  H2 0.949, H3 0.988
2 H -1.09 0.35 -0.95  O1 0.949
3 H -1.24 -0.68 -2.19  O1 0.988
4 O 3.49 -1.81 -0.09  H5 0.969, H6 0.964
5 H 3.57 -2.76 -0.27  O4 0.969
6 H 3.91 -1.38 -0.84  O4 0.964
7 O 4.48 -4.43 0.53  H8 1.000, H9 0.943
8 H 3.58 -4.46 0.97  O7 1.000
9 H 4.99 -3.76 0.95  O7 0.943
10 O 0.88 -2.21 2.55  H11 0.981, H12 0.964
11 H 1.70 -1.68 2.58  O10 0.981
12 H 0.66 -2.51 3.44  O10 0.964
13 O 5.17 0.90 -0.98  H14 0.982, H15 0.960
14 H 5.38 0.31 -1.74  O13 0.982
15 H 5.57 1.76 -1.15  O13 0.960
16 O -0.32 1.38 0.35  H17 0.980, H18 0.966
17 H -0.58 0.96 1.20  O16 0.980
18 H 0.65 1.36 0.26  O16 0.966
19 O -4.53 0.20 -2.61  H20 0.945, H21 0.992
20 H -4.49 1.13 -2.42  O19 0.945
21 H -3.54 0.15 -2.54  O19 0.992
22 O 0.58 -2.92 -1.36  H23 0.989, H24 0.976
23 H 1.11 -3.42 -0.69  O22 0.989
24 H 1.11 -2.12 -1.52  O22 0.976
25 O -0.15 -5.12 2.17  H26 0.961, H27 0.971
26 H -0.50 -4.29 2.50  O25 0.961
27 H -0.46 -5.87 2.71  O25 0.971
28 O 5.30 -0.78 -3.38  H29 0.935, H30 1.007
29 H 5.66 -1.60 -3.64  O28 0.935
30 H 4.33 -1.00 -3.19  O28 1.007
31 O 3.99 3.34 -3.15  H32 0.982, H33 0.971
32 H 3.03 3.15 -3.19  O31 0.982
33 H 4.30 2.99 -4.00  O31 0.971
34 O -3.72 -0.55 2.59  H35 0.985, H36 0.969
35 H -2.79 -0.22 2.60  O34 0.985
36 H -4.09 -0.46 1.69  O34 0.969
37 O 1.96 3.21 2.16  H38 0.977, H39 0.934
38 H 1.02 3.06 1.94  O37 0.977
39 H 2.06 3.14 3.08  O37 0.934
40 O 1.20 2.11 -3.07  H41 0.991, H42 0.986
41 H 0.42 2.43 -2.54  O40 0.991
42 H 0.79 1.40 -3.62  O40 0.986
43 O 1.17 1.13 4.30  H44 0.947, H45 0.942
44 H 1.61 0.35 4.00  O43 0.947
45 H 0.79 0.98 5.15  O43 0.942
46 O 2.53 1.18 -0.05  H47 0.972, H48 0.991
47 H 2.52 2.14 0.05  O46 0.972
48 H 3.44 1.04 -0.43  O46 0.991
49 O 0.56 -0.16 -4.99  H50 0.965, H51 1.001
50 H 1.25 -0.44 -5.60  O49 0.965
51 H -0.06 -0.94 -4.85  O49 1.001
52 O -0.18 -3.32 4.90  H53 0.957, H54 0.975
53 H -0.05 -4.27 4.88  O52 0.957
54 H -1.09 -3.11 5.16  O52 0.975
55 O -0.98 4.01 2.92  H56 0.996, H57 0.944
56 H -1.85 3.55 2.74  O55 0.996
57 H -1.08 4.08 3.85  O55 0.944
58 O -2.69 -3.76 2.62  H59 0.965, H60 0.957
59 H -3.09 -4.63 2.53  O58 0.965
60 H -2.57 -3.45 1.72  O58 0.957
61 O -1.28 3.15 -1.57  H62 1.048, H63 0.982
62 H -1.32 4.00 -0.96  O61 1.048
63 H -1.02 2.47 -0.91  O61 0.982
64 O 1.85 5.27 0.20  H65 0.958, H66 1.004
65 H 2.21 4.86 0.99  O64 0.958
66 H 2.63 5.24 -0.44  O64 1.004
67 O -1.81 -2.66 0.41  H68 0.951, H69 0.981
68 H -1.97 -1.95 -0.20  O67 0.951
69 H -0.89 -2.91 0.19  O67 0.981
70 O 4.08 5.46 -1.63  H71 0.912, H72 1.013
71 H 4.58 6.23 -1.65  O70 0.912
72 H 4.32 4.81 -2.37  O70 1.013
73 O 2.05 -0.68 -2.37  H74 0.995, H75 0.945
74 H 2.09 0.16 -1.84  O73 0.995
75 H 1.50 -0.52 -3.13  O73 0.945
76 O -3.41 -2.62 -3.31  H77 0.973, H78 0.956
77 H -4.29 -2.36 -3.64  O76 0.973
78 H -3.54 -3.30 -2.65  O76 0.956
79 O 2.80 -0.25 2.55  H80 0.939, H81 1.010
80 H 3.64 -0.65 2.47  O79 0.939
81 H 2.70 0.43 1.81  O79 1.010
82 O -5.74 -1.41 -4.30  H83 0.966, H84 0.993
83 H -5.52 -0.73 -3.65  O82 0.966
84 H -5.73 -0.82 -5.10  O82 0.993
85 O -0.91 5.16 0.04  H86 0.970, H87 0.980
86 H 0.05 5.33 0.01  O85 0.970
87 H -1.11 5.04 0.99  O85 0.980
88 O -3.58 2.66 -2.61  H89 0.964, H90 0.919
89 H -2.77 2.80 -2.11  O88 0.964
90 H -3.77 3.48 -2.99  O88 0.919
91 O -1.09 -1.81 -3.64  H92 0.994, H93 0.956
92 H -2.05 -2.03 -3.51  O91 0.994
93 H -0.71 -2.65 -3.40  O91 0.956
94 O -0.92 0.19 2.84  H95 0.968, H96 0.982
95 H -0.18 0.57 3.32  O94 0.968
96 H -0.65 -0.74 2.66  O94 0.982
97 O -3.74 2.81 3.16  H98 0.983, H99 0.969
98 H -3.69 1.87 2.87  O97 0.983
99 H -4.50 3.22 2.73  O97 0.969
100 O -5.09 -0.86 0.23  H101 0.986, H102 0.976
101 H -5.45 -0.14 -0.34  O100 0.986
102 H -4.95 -1.47 -0.51  O100 0.976
103 O 1.79 -4.18 0.86  H104 0.962, H105 0.989
104 H 1.22 -4.85 1.23  O103 0.962
105 H 1.68 -3.44 1.50  O103 0.989
106 O -2.77 -1.78 5.11  H107 0.964, H108 1.002
107 H -3.24 -2.21 5.83  O106 0.964
108 H -3.39 -1.71 4.32  O106 1.002

=====

ii | Density functional theory data (wB97M-V/def2-TZVPD) for 36 unconnected molecules or ions with the total composition H72O36.

Values from the calculation:
* orbital gap: 10.7338 eV
* highest occupied orbital energy: -10.7259 eV

Each atom is followed by the atoms it is bonded to, with distances in Å.
Positions of all 108 atoms, in Å:
1 O 1.98 -2.66 2.52  H2 0.969, H3 0.990
2 H 1.36 -2.68 3.26  O1 0.969
3 H 2.38 -3.55 2.38  O1 0.990
4 O -3.37 4.29 2.13  H5 0.969, H6 0.956
5 H -3.88 5.09 2.33  O4 0.969
6 H -3.70 3.47 2.47  O4 0.956
7 O 4.53 -2.45 -0.03  H8 1.010, H9 0.942
8 H 4.80 -1.84 0.72  O7 1.010
9 H 4.26 -3.24 0.42  O7 0.942
10 O 0.01 0.40 5.06  H11 0.942, H12 1.026
11 H -0.70 0.13 5.61  O10 0.942
12 H 0.10 -0.43 4.46  O10 1.026
13 O -0.53 2.49 3.51  H14 0.986, H15 0.936
14 H -0.35 1.62 3.95  O13 0.986
15 H 0.24 2.79 3.07  O13 0.936
16 O -4.63 0.97 -2.74  H17 0.974, H18 1.009
17 H -4.51 1.67 -2.09  O16 0.974
18 H -3.87 1.02 -3.40  O16 1.009
19 O 1.72 4.17 2.88  H20 0.962, H21 0.976
20 H 1.42 4.62 2.08  O19 0.962
21 H 1.16 4.50 3.60  O19 0.976
22 O -2.04 4.91 -0.15  H23 1.001, H24 0.947
23 H -2.40 4.51 0.70  O22 1.001
24 H -2.51 4.34 -0.74  O22 0.947
25 O -2.71 -2.82 2.42  H26 0.947, H27 1.026
26 H -3.07 -2.20 3.05  O25 0.947
27 H -2.50 -2.41 1.51  O25 1.026
28 O -4.83 -1.85 0.83  H29 0.978, H30 0.943
29 H -4.90 -2.20 -0.08  O28 0.978
30 H -4.41 -2.38 1.49  O28 0.943
31 O 3.52 -4.69 -4.11  H32 0.925, H33 0.949
32 H 3.11 -5.14 -3.42  O31 0.925
33 H 2.72 -4.44 -4.56  O31 0.949
34 O -3.22 1.29 3.05  H35 0.995, H36 0.983
35 H -3.19 0.91 2.13  O34 0.995
36 H -2.32 1.67 3.17  O34 0.983
37 O 0.54 2.98 -2.47  H38 0.963, H39 1.040
38 H 1.03 3.39 -1.76  O37 0.963
39 H 1.05 2.14 -2.83  O37 1.040
40 O 0.23 -2.38 -2.18  H41 0.979, H42 0.959
41 H -0.28 -2.53 -1.36  O40 0.979
42 H 0.87 -1.69 -2.00  O40 0.959
43 O 4.11 -0.94 2.17  H44 0.979, H45 0.959
44 H 3.76 -0.03 2.26  O43 0.979
45 H 3.45 -1.52 2.55  O43 0.959
46 O 3.15 -4.80 1.11  H47 0.961, H48 0.942
47 H 2.24 -5.05 0.94  O46 0.961
48 H 3.61 -5.45 1.60  O46 0.942
49 O 1.31 -3.74 -5.88  H50 0.963, H51 1.012
50 H 1.23 -3.72 -6.84  O49 0.963
51 H 0.52 -3.28 -5.45  O49 1.012
52 O 2.55 -1.52 -4.48  H53 0.950, H54 0.965
53 H 2.33 -2.34 -4.92  O52 0.950
54 H 3.20 -1.74 -3.80  O52 0.965
55 O -3.74 0.94 0.28  H56 0.960, H57 1.028
56 H -2.86 1.09 -0.07  O55 0.960
57 H -4.15 0.01 0.15  O55 1.028
58 O 0.25 -5.31 0.77  H59 0.964, H60 0.956
59 H -0.19 -4.61 0.27  O58 0.964
60 H -0.14 -5.27 1.64  O58 0.956
61 O -3.65 -1.45 -1.96  H62 1.011, H63 0.994
62 H -4.21 -0.67 -2.28  O61 1.011
63 H -3.47 -2.03 -2.75  O61 0.994
64 O 1.48 1.02 -4.08  H65 0.929, H66 0.945
65 H 1.43 1.62 -4.78  O64 0.929
66 H 1.88 0.22 -4.39  O64 0.945
67 O -2.47 1.21 -4.42  H68 0.970, H69 1.012
68 H -1.54 0.93 -4.45  O67 0.970
69 H -2.43 2.17 -4.10  O67 1.012
70 O 4.76 -2.10 -2.74  H71 0.965, H72 0.938
71 H 4.83 -2.25 -1.79  O70 0.965
72 H 4.81 -2.98 -3.07  O70 0.938
73 O 2.72 2.14 -0.87  H74 0.979, H75 0.950
74 H 3.38 2.38 -1.55  O73 0.979
75 H 2.96 2.59 -0.07  O73 0.950
76 O -1.75 -2.04 0.01  H77 0.981, H78 0.968
77 H -1.31 -1.17 0.16  O76 0.981
78 H -2.42 -1.88 -0.67  O76 0.968
79 O -0.21 -1.78 3.36  H80 0.945, H81 1.011
80 H -0.05 -1.48 2.47  O79 0.945
81 H -1.07 -2.29 3.21  O79 1.011
82 O -3.54 -1.14 4.13  H83 0.950, H84 0.992
83 H -4.29 -1.40 4.65  O82 0.950
84 H -3.55 -0.18 3.90  O82 0.992
85 O 0.59 5.26 0.15  H86 0.986, H87 0.951
86 H -0.33 4.95 -0.02  O85 0.986
87 H 0.80 6.02 -0.38  O85 0.951
88 O 2.34 -0.50 -0.52  H89 0.974, H90 1.000
89 H 2.71 0.40 -0.61  O88 0.974
90 H 3.07 -1.16 -0.35  O88 1.000
91 O -2.29 3.53 -3.14  H92 0.977, H93 0.962
92 H -1.36 3.47 -2.85  O91 0.977
93 H -2.32 4.39 -3.58  O91 0.962
94 O 0.39 4.62 5.14  H95 0.949, H96 1.001
95 H 0.77 4.67 6.01  O94 0.949
96 H -0.09 3.76 4.95  O94 1.001
97 O -0.97 1.55 -0.21  H98 0.962, H99 0.988
98 H -0.50 1.80 -1.01  O97 0.962
99 H -0.33 1.25 0.47  O97 0.988
100 O 2.70 1.63 3.07  H101 0.960, H102 0.980
101 H 2.31 2.50 3.00  O100 0.960
102 H 2.85 1.57 4.03  O100 0.980
103 O 0.74 0.20 1.59  H104 0.988, H105 0.968
104 H 1.42 0.70 2.11  O103 0.988
105 H 1.31 -0.27 0.96  O103 0.968
106 O -0.19 -1.53 -4.93  H107 0.972, H108 1.010
107 H 0.62 -1.00 -4.98  O106 0.972
108 H -0.26 -1.72 -3.94  O106 1.010

=====

According to the calculations, the structures order from most to least stable as ii, i.